*A*
ORCA calculation (ωB97M-V with the def2-TZVPD basis set) on a cluster of 5 separate species, C21H51N5O3 in total.

Summary:
lowest unoccupied orbital energy: 0.2 eV
HOMO: -8.06 eV
charge: 0
SMILES: CCN(CC)CC.CCN(CC)CC.CN(C)C=O.CN(C)C=O.CN(C)C=O
orbital gap: 8.26 eV

```
80
Properties=species:S:1:pos:R:3:lowdin_charge:R:1
C 1.119 0.933 -3.166 -0.0769
C 2.180 0.617 -2.110 -0.2763
N 1.991 1.287 -0.877 -0.2383
C 2.373 0.675 0.375 -0.2443
C 1.775 1.355 1.592 -0.0955
C 2.140 2.687 -0.870 -0.2641
C 3.543 3.053 -1.343 -0.0788
H 0.194 1.012 -2.594 0.0732
H 1.068 0.203 -3.974 0.0746
H 1.186 1.959 -3.529 0.0601
H 2.020 -0.441 -1.906 0.1158
H 3.186 0.771 -2.500 0.0987
H 1.913 -0.308 0.273 0.1113
H 3.454 0.561 0.451 0.1139
H 2.230 2.317 1.829 0.0626
H 0.741 1.657 1.423 0.0799
H 1.835 0.690 2.453 0.0751
H 1.941 3.106 0.116 0.0976
H 1.509 3.097 -1.658 0.1069
H 4.275 2.841 -0.564 0.0727
H 3.686 4.129 -1.432 0.0708
H 3.720 2.567 -2.303 0.0616
C -0.332 -4.660 11.301 -0.0987
C 0.294 -3.509 10.596 -0.2501
N -0.576 -3.130 9.388 -0.1836
C -0.064 -1.853 8.863 -0.2744
C -0.702 -0.668 9.673 -0.0836
C -0.743 -4.006 8.219 -0.2513
C 0.609 -4.308 7.517 -0.0766
H 0.422 -4.854 12.063 0.0760
H -0.496 -5.493 10.618 0.0704
H -1.238 -4.297 11.785 0.0791
H 0.542 -2.633 11.195 0.1117
H 1.301 -3.834 10.333 0.0977
H 1.007 -1.915 8.673 0.1031
H -0.494 -1.604 7.892 0.0991
H -0.867 0.147 8.967 0.0577
H -1.688 -0.880 10.087 0.0706
H -0.142 -0.334 10.547 0.0542
H -1.512 -3.558 7.591 0.1105
H -1.167 -4.922 8.630 0.0947
H 0.320 -4.967 6.699 0.0682
H 1.213 -4.905 8.201 0.0660
H 1.113 -3.387 7.223 0.0594
C -3.436 -2.332 1.342 -0.0874
N -4.191 -1.495 0.487 -0.1984
C -3.731 -0.118 0.327 -0.0319
C -5.314 -1.949 -0.109 -0.3338
O -6.062 -1.266 -0.798 -0.0054
H -3.638 -3.396 1.223 0.0941
H -3.414 -2.040 2.392 0.0869
H -2.378 -2.116 1.188 0.0801
H -3.907 0.475 1.224 0.0906
H -2.670 -0.138 0.078 0.0861
H -4.310 0.438 -0.410 0.0841
H -5.589 -3.002 0.057 0.1346
C 3.400 2.487 -8.901 -0.0701
N 3.842 2.147 -10.249 -0.1954
C 4.800 1.045 -10.375 -0.0352
C 3.195 2.612 -11.334 -0.3355
O 3.418 2.276 -12.509 -0.0148
H 2.707 1.828 -8.378 0.0893
H 3.042 3.507 -8.758 0.0872
H 4.331 2.518 -8.335 0.0816
H 4.822 0.674 -9.351 0.0755
H 4.537 0.235 -11.055 0.0921
H 5.781 1.469 -10.591 0.0928
H 2.433 3.368 -11.088 0.1326
C -4.436 1.303 -5.869 -0.0543
N -3.378 2.309 -6.170 -0.1635
C -3.227 3.346 -5.072 -0.0172
C -2.712 2.308 -7.321 -0.4190
O -1.840 3.024 -7.676 0.0481
H -5.450 1.654 -6.057 0.0849
H -4.311 0.897 -4.865 0.0846
H -4.370 0.475 -6.574 0.0738
H -2.244 3.805 -5.181 0.0819
H -4.063 4.045 -5.073 0.0826
H -3.313 2.912 -4.076 0.0710
H -3.199 1.499 -7.889 0.1270
```

*B*
ORCA calculation (ωB97M-V with the def2-TZVPD basis set) on a cluster of 5 separate species, C21H51N5O3 in total.

Summary:
lowest unoccupied orbital energy: 0.4 eV
HOMO: -8.38 eV
charge: 0
SMILES: CCN(CC)CC.CCN(CC)CC.CN(C)C=O.CN(C)C=O.CN(C)C=O
orbital gap: 8.79 eV

```
80
Properties=species:S:1:pos:R:3:lowdin_charge:R:1
C -13.231 -10.983 -2.494 -0.0858
C -11.901 -10.364 -2.952 -0.2589
N -11.853 -8.918 -2.795 -0.2101
C -12.253 -8.211 -3.980 -0.2762
C -12.855 -6.842 -3.696 -0.0870
C -10.665 -8.395 -2.148 -0.2630
C -10.401 -9.030 -0.791 -0.0900
H -13.502 -10.678 -1.483 0.0672
H -13.139 -12.075 -2.496 0.0688
H -14.071 -10.760 -3.155 0.0644
H -11.108 -10.870 -2.404 0.0998
H -11.777 -10.642 -4.009 0.1128
H -11.406 -8.111 -4.688 0.1184
H -13.005 -8.799 -4.505 0.1119
H -13.768 -6.959 -3.108 0.0762
H -12.208 -6.182 -3.120 0.0585
H -13.114 -6.351 -4.636 0.0718
H -10.800 -7.321 -2.012 0.1019
H -9.784 -8.518 -2.812 0.1167
H -9.868 -8.350 -0.127 0.0557
H -9.879 -9.982 -0.869 0.0661
H -11.340 -9.238 -0.269 0.0819
C -0.756 -4.488 0.220 -0.0796
C -0.922 -5.289 1.521 -0.2652
N -2.134 -5.089 2.313 -0.1729
C -3.314 -5.337 1.491 -0.2684
C -4.636 -5.331 2.266 -0.0749
C -2.173 -3.740 2.899 -0.2621
C -2.537 -3.798 4.371 -0.0868
H 0.232 -4.714 -0.180 0.0740
H -0.765 -3.415 0.423 0.0693
H -1.543 -4.720 -0.495 0.0571
H -0.729 -6.353 1.348 0.1109
H -0.066 -5.030 2.163 0.1101
H -3.411 -4.636 0.645 0.0995
H -3.254 -6.333 1.044 0.1105
H -5.036 -4.357 2.544 0.0558
H -5.371 -5.734 1.557 0.0510
H -4.552 -6.034 3.092 0.0800
H -2.895 -3.110 2.366 0.0984
H -1.189 -3.280 2.799 0.1087
H -2.775 -2.830 4.814 0.0692
H -1.744 -4.268 4.954 0.0732
H -3.407 -4.448 4.479 0.0562
C -5.571 -1.099 2.430 -0.0751
N -6.706 -1.372 1.616 -0.1968
C -6.437 -1.831 0.273 -0.0343
C -7.970 -1.277 2.099 -0.3397
O -8.980 -1.519 1.474 0.0139
H -4.964 -1.999 2.625 0.0664
H -5.852 -0.730 3.416 0.0881
H -4.870 -0.388 1.982 0.0943
H -7.354 -1.995 -0.286 0.0876
H -5.762 -1.143 -0.232 0.0977
H -5.956 -2.817 0.319 0.0678
H -7.990 -0.944 3.151 0.1328
C -3.437 -8.123 -4.450 -0.0740
N -2.056 -7.928 -4.781 -0.2098
C -1.407 -8.955 -5.533 -0.0597
C -1.317 -6.948 -4.197 -0.3335
O -0.105 -6.905 -4.179 0.0165
H -4.008 -8.362 -5.350 0.0904
H -3.843 -7.244 -3.953 0.0729
H -3.568 -8.966 -3.757 0.0892
H -1.974 -9.156 -6.449 0.0900
H -0.397 -8.658 -5.785 0.0859
H -1.374 -9.907 -4.987 0.0948
H -1.924 -6.153 -3.734 0.1360
C -7.353 -6.776 -0.525 -0.0532
N -6.033 -6.367 -0.959 -0.1988
C -5.076 -7.397 -1.178 -0.0681
C -5.736 -5.087 -1.279 -0.3551
O -4.682 -4.733 -1.765 0.0120
H -7.822 -7.430 -1.261 0.0788
H -7.978 -5.902 -0.344 0.0935
H -7.257 -7.295 0.433 0.0912
H -5.253 -7.949 -2.114 0.0833
H -4.054 -7.031 -1.191 0.0817
H -5.140 -8.191 -0.425 0.0968
H -6.581 -4.429 -1.015 0.1214
```

The structure with the most favorable energy is *B*; the runner-up is 2.584 eV above it.

*A*
ORCA calculation (ωB97M-V with the def2-TZVPD basis set) on a structure of composition CHBrN2O3.

Summary:
lowest unoccupied orbital energy (spin up / spin down): -1.1 / -1.1 eV
HOMO (spin up / spin down): -9.79 / -9.79 eV
charge: 0
orbital gap (spin up / spin down): 8.71 / 8.71 eV

```
8
Properties=species:S:1:pos:R:3:lowdin_charge:R:1
C 0.088 0.384 0.283 -0.4922
N 1.627 -0.042 1.399 -0.0942
N 0.565 1.346 -0.703 -0.4297
O 0.287 1.132 -1.903 0.0393
O 2.502 0.687 1.262 0.0279
O 1.289 2.260 -0.246 -0.0011
Br -0.303 1.112 1.989 0.8642
H -0.587 -0.465 0.113 0.0857
```

*B*
ORCA calculation (ωB97M-V with the def2-TZVPD basis set) on a cluster of 2 separate species, CHBrN2O3 in total.

Summary:
lowest unoccupied orbital energy: -2.0 eV
HOMO: -9.92 eV
charge: 0
SMILES: O=[N+]([O-])Br.C#[N+][O-]
orbital gap: 7.92 eV

```
8
Properties=species:S:1:pos:R:3:lowdin_charge:R:1
O -2.784 1.558 0.002 0.0272
N -2.915 1.624 -1.161 -0.5808
O -3.817 1.767 -1.888 0.0899
Br -1.013 2.034 -2.095 0.4904
C -1.151 1.072 1.893 0.1241
N -0.399 0.498 1.209 -0.2439
O 0.140 -0.288 0.565 0.0509
H -1.340 1.801 2.557 0.0422
```

*C*
ORCA calculation (ωB97M-V with the def2-TZVPD basis set) on a structure of composition CHBrN2O3.

Summary:
lowest unoccupied orbital energy: -0.9 eV
HOMO: -10.43 eV
charge: 0
orbital gap: 9.53 eV

```
8
Properties=species:S:1:pos:R:3:lowdin_charge:R:1
C 0.880 -0.501 1.114 0.0682
N -0.434 -1.305 -1.465 -0.8199
N 0.351 -0.154 2.105 -0.2170
O -0.563 -0.228 2.816 0.0663
O 0.155 -0.953 -2.441 0.0620
O -0.161 -2.370 -0.890 -0.1391
Br -1.979 -0.854 -0.610 0.9028
H 1.890 -0.179 1.033 0.0767
```

The structure with the most favorable energy is *A*; the runner-up is 0.230 eV above it.

*A*
ORCA calculation (ωB97M-V with the def2-TZVPD basis set) on the molecule C2H4O2S.

Summary:
lowest unoccupied orbital energy: -0.1 eV
HOMO: -9.39 eV
charge: 0
SMILES: CSC(=O)O
orbital gap: 9.25 eV

```
9
Properties=species:S:1:pos:R:3:lowdin_charge:R:1
C -0.011 -0.252 2.129 -0.1592
S 0.377 -0.416 0.073 0.8177
C -0.242 0.401 -1.516 -0.8397
O -1.061 1.232 -1.719 0.0612
O 0.548 -0.160 -2.450 -0.0365
H -1.057 -0.406 2.159 0.0077
H 0.373 0.621 2.435 -0.0313
H 0.617 -1.097 2.321 0.0092
H 0.456 0.077 -3.432 0.1709
```

*B*
ORCA calculation (ωB97M-V with the def2-TZVPD basis set) on the molecule C2H4O2S.

Summary:
lowest unoccupied orbital energy: 0.3 eV
HOMO: -8.82 eV
charge: 0
SMILES: OCC(O)=S
orbital gap: 9.15 eV

```
9
Properties=species:S:1:pos:R:3:lowdin_charge:R:1
O -1.551 -1.304 -0.704 -0.0549
C -1.177 -0.006 -0.464 -0.2821
C 0.230 0.029 0.178 -0.8998
O 0.624 -1.187 0.535 0.0201
S 1.090 1.377 0.338 0.7250
H -1.157 -1.587 -1.558 0.1348
H -1.135 0.664 -1.303 0.1043
H -1.947 0.495 0.226 0.1577
H -0.091 -1.799 0.297 0.0950
```

*C*
ORCA calculation (ωB97M-V with the def2-TZVPD basis set) on the molecule C2H4O2S.

Summary:
lowest unoccupied orbital energy (spin up / spin down): 0.1 / -0.5 eV
HOMO (spin up / spin down): -8.54 / -8.11 eV
charge: 0
orbital gap (spin up / spin down): 8.61 / 7.62 eV

```
9
Properties=species:S:1:pos:R:3:lowdin_charge:R:1
C 0.784 -0.175 0.112 -0.3128
C -1.618 0.315 -0.177 -0.0132
O 3.390 -0.875 0.284 -0.6452
O -0.181 0.657 -0.222 -0.1970
S 2.605 0.027 -0.564 0.8629
H 0.903 -0.596 1.074 0.0508
H -1.896 -0.100 -1.131 0.0847
H -2.194 1.189 0.044 0.0814
H -1.793 -0.443 0.581 0.0883
```

*D*
ORCA calculation (ωB97M-V with the def2-TZVPD basis set) on the molecule C2H4O2S.

Summary:
lowest unoccupied orbital energy: 0.1 eV
HOMO: -8.74 eV
charge: 0
SMILES: OCC(O)=S
orbital gap: 8.83 eV

```
9
Properties=species:S:1:pos:R:3:lowdin_charge:R:1
O -1.044 0.736 0.682 -0.0354
C 0.260 0.053 0.580 -0.2252
C 0.572 -0.534 -0.591 -0.8521
O -0.436 -0.501 -1.490 -0.0118
S 1.843 -1.567 -1.014 0.6664
H -1.077 1.671 0.673 0.0779
H 0.950 0.627 0.980 0.0980
H -0.011 -0.699 1.250 0.1412
H -1.057 0.215 -1.070 0.1410
```

The structure with the most favorable energy is *B*; the runner-up is 0.932 eV above it.